Entry from the OMol25 dataset: 2 unconnected molecules or ions with the total composition C3H7FNO at a distorted geometry (the ωB97M-V functional and the def2-TZVPD basis).

Calculated values
- relative energy (zero: lowest compared OMol25 entry of this formula, charge and spin) (kJ/mol) = 616.3
- HOMO level (alpha / beta) (eV) = -15.041 / -15.589
- total energy (a.u.) = -347.86642
- charge = +1
- orbital gap (alpha / beta) (eV) = 6.4683 / 7.8663

```
13
Properties=species:S:1:pos:R:3:nbo_charge:R:1
H 1.920 -0.723 -1.120 0.264
N 0.335 -0.562 0.283 0.015
H -0.820 -0.683 2.018 0.165
O 0.291 0.859 1.997 -0.449
H 1.357 0.929 -0.663 0.236
H -2.373 -0.270 -1.263 0.223
H -1.258 0.998 -1.953 0.229
C -1.700 0.585 -1.011 -0.008
F -0.091 -1.828 -0.001 -0.178
C -0.068 -0.148 1.557 0.473
H 2.280 0.051 0.431 0.246
C 1.575 -0.060 -0.326 -0.450
H -1.448 0.853 0.051 0.233
```